[1]
Molecular formula: C61H47InNO4P3SiTe
Method: DFT, the ωB97M-V functional and the def2-TZVPD basis

XYZ file:
```
119
C61H47InNO4P3SiTe, DFT the ωB97M-V functional and the def2-TZVPD basis
Te -3.324 -0.431 -0.506
In -0.785 -0.456 0.564
P -0.549 -1.825 -2.263
P 0.650 2.696 1.496
P -0.088 -2.237 2.294
Si 1.877 -0.289 0.102
O -1.926 2.405 3.191
O -2.897 4.431 2.969
O -1.377 3.302 -4.573
O -0.344 1.738 -3.185
N -1.931 2.441 -1.127
C 3.733 -2.753 3.573
C 2.470 -1.044 1.695
C -1.758 5.390 -2.091
C 0.564 -4.915 1.503
C -2.124 -5.637 1.507
C -1.645 3.093 0.084
C 1.699 -2.855 -3.326
C -0.919 -1.398 6.671
C 1.206 6.251 3.300
C 2.342 2.584 0.813
C 3.253 3.673 0.881
C -0.304 3.536 0.201
C 3.425 1.757 -1.218
C -0.953 -2.718 6.231
C 4.220 2.883 -1.148
C 2.133 -1.551 -1.271
C 2.540 1.502 -0.158
C -2.853 4.373 -2.360
C -0.795 -0.308 5.745
C -0.707 -1.923 3.949
C -0.800 -1.300 -3.989
C 2.822 4.750 4.223
C -2.146 -1.309 -6.023
C -2.114 3.061 -2.288
C -0.734 -4.622 -2.634
C 2.390 -2.919 3.292
C -2.898 -5.623 -3.281
C -2.789 -3.389 -2.429
C -1.524 -5.739 -3.018
C -2.686 3.136 0.958
C 2.135 3.666 3.689
C -1.153 -6.611 1.224
C 1.202 -2.050 -2.293
C 4.433 -1.650 3.071
C 1.746 -2.064 2.385
C -1.783 -4.324 1.784
C 0.123 -0.515 -6.089
C 0.181 -6.242 1.276
C -2.436 3.219 2.467
C 1.089 3.914 2.824
C -0.485 5.309 -1.601
C -1.218 2.585 -3.403
C -0.875 -2.988 4.826
C 0.179 4.600 -0.532
C 4.156 3.819 -0.130
C 3.409 -2.148 -1.272
C 0.207 -0.551 -4.695
C -4.050 3.008 0.474
C -3.559 -4.457 -2.936
C -1.009 -1.026 -6.768
C -0.416 -3.945 1.847
C 2.417 6.051 3.908
C 3.737 -3.261 -2.090
C -4.715 3.621 -0.604
C -0.871 -0.597 4.373
C -1.404 -3.419 -2.403
C 2.896 -3.568 -3.142
C 3.793 -0.792 2.166
C 0.437 5.179 2.820
C -4.178 4.359 -1.700
C -2.022 -1.420 -4.635
H 3.072 6.891 4.193
H 1.616 -4.667 1.514
H 4.957 2.932 -1.990
H 1.171 -2.936 -4.282
H 4.269 -3.385 4.292
H 4.643 -3.798 -1.822
H -2.566 -3.580 1.970
H -1.436 -7.653 1.110
H 3.247 -4.341 -3.858
H -0.933 0.167 3.668
H -5.736 3.343 -0.750
H -3.357 -6.472 -3.795
H 4.240 -1.764 -0.693
H -4.612 2.410 1.168
H -3.247 -2.477 -2.044
H 3.459 1.085 -2.050
H 1.026 -0.069 -4.175
H -3.093 4.503 -3.442
H 2.431 2.640 3.876
H -3.353 5.053 2.387
H -2.068 1.395 -1.167
H 3.306 4.377 1.713
H 0.997 -0.192 -6.655
H -4.616 -4.394 -3.079
H 1.801 -3.705 3.712
H -3.186 -5.920 1.445
H -1.015 -6.710 -3.090
H -0.581 5.288 2.426
H 0.798 7.260 3.153
H -0.965 -3.534 6.956
H 0.328 -4.784 -2.527
H 5.490 -1.519 3.228
H -1.033 -1.058 -7.825
H 3.675 4.652 4.908
H -2.107 6.386 -2.327
H 0.276 5.931 -2.135
H -4.907 4.905 -2.279
H -0.679 2.988 -5.181
H -1.101 -1.206 7.740
H -3.101 -1.515 -6.484
H 0.988 -6.964 1.009
H -2.917 -1.604 -4.040
H -0.695 0.716 6.081
H 4.238 0.154 1.811
H -0.997 -4.015 4.461
H 4.845 4.673 -0.130
H 1.104 5.053 -0.199
```

Its HOMO-LUMO gap (alpha / beta) is 5.3 / 5.6 eV. For the highest occupied orbital energy (alpha / beta), the calculation gives -5.82 / -5.86 eV.

These are the Löwdin partial charges, in e, on atoms 1 to 2: number 1, Te, carries 0.319; number 2, In, carries 0.148

[2]
Molecular formula: C61H56F4O4P2Pd
Method: DFT, the ωB97M-V functional and the def2-TZVPD basis

XYZ file:
```
128
C61H56F4O4P2Pd, DFT the ωB97M-V functional and the def2-TZVPD basis
Pd -2.547 1.127 7.626
P -3.016 3.326 7.760
P -4.378 -0.245 7.620
F -1.256 0.709 13.216
F -0.632 -4.336 6.893
F -2.387 -2.844 2.742
F 2.112 3.303 11.108
O -1.545 -0.310 -0.948
O 2.767 -1.986 -0.473
O 2.514 0.209 -0.842
O 0.122 1.194 -1.253
C -0.340 0.912 7.150
C -0.912 4.393 6.284
C -5.960 0.575 7.974
C 0.368 4.929 6.127
C -0.838 0.398 10.895
C -8.283 1.083 7.510
C -1.738 -2.573 3.928
C -0.049 -2.512 -0.825
C -0.515 1.022 12.097
C -4.708 -1.249 6.140
C -5.140 -3.362 5.026
C 0.485 1.983 12.219
C -1.479 -1.255 4.248
C 3.917 0.218 -0.562
C -0.701 4.609 8.695
C -3.178 2.969 10.502
C -7.133 2.237 9.302
C -4.701 -2.328 11.162
C -4.039 5.471 6.288
C 1.115 5.296 7.250
C -5.668 5.222 4.511
C -2.491 0.782 -1.013
C 0.577 -1.139 -0.818
C -4.114 4.091 6.549
C -4.153 -1.432 8.976
C -5.988 1.493 9.037
C -5.759 3.853 4.780
C -0.486 -2.033 6.342
C -4.864 5.144 10.950
C 0.577 5.141 8.530
C -0.131 -2.962 0.625
C -1.403 -3.645 4.751
C -4.461 4.336 12.018
C -4.949 -1.413 10.136
C -7.126 0.357 7.219
C -3.105 -2.364 8.871
C -0.842 -0.946 5.494
C -0.687 0.416 5.851
C -4.868 -2.645 6.191
C -8.286 2.028 8.541
C -3.668 -3.259 11.045
C -5.288 -2.699 3.808
C -2.467 1.634 0.225
C -0.835 -3.326 5.981
C 2.017 -1.034 -0.698
C -5.142 -1.312 3.750
C 1.139 2.328 11.041
C -0.211 0.833 9.704
C -3.623 3.242 11.793
C -1.448 4.222 7.572
C 4.381 1.624 -0.778
C -4.825 6.036 5.278
C 0.848 1.761 9.802
C -0.661 0.296 8.399
C -5.006 3.292 5.813
C -4.443 4.859 9.648
C -3.583 3.773 9.422
C -0.227 0.043 -1.027
C -4.825 -0.592 4.901
C 0.699 -3.553 -1.653
C -2.865 -3.275 9.901
H 0.778 5.058 5.125
H 0.888 -2.981 1.029
H -6.417 3.215 4.185
H -3.318 2.593 12.614
H -5.104 2.230 6.063
H -5.233 -4.448 5.074
H 4.072 -0.101 0.475
H -4.769 7.108 5.092
H 4.447 -0.475 -1.224
H -9.185 0.905 6.926
H -0.823 1.152 5.052
H 0.190 -4.517 -1.543
H -4.782 5.465 8.805
H -4.658 0.487 4.838
H 0.044 -1.855 7.276
H 4.258 1.919 -1.823
H -5.332 -2.310 12.050
H 5.439 1.689 -0.527
H -0.724 -2.238 1.192
H -4.810 4.548 13.030
H -5.518 5.997 11.123
H -1.123 4.498 9.697
H -1.478 2.086 0.325
H -7.128 -0.388 6.418
H -2.251 1.400 -1.880
H 1.727 -3.618 -1.288
H 0.220 1.851 7.208
H 0.695 -3.273 -2.711
H -2.490 -2.386 7.962
H 1.153 5.427 9.410
H -1.054 -2.377 -1.242
H -3.201 2.432 0.128
H -1.613 -4.671 4.467
H 1.413 2.063 8.920
H -1.817 -0.445 3.603
H -5.775 -0.706 10.220
H -6.255 5.659 3.702
H -3.451 0.287 -1.156
H -3.360 6.103 6.869
H -5.500 -3.265 2.901
H -2.058 -3.999 9.792
H -0.592 -3.952 0.704
H -1.611 -0.372 10.862
H -5.095 1.625 9.657
H -2.698 1.052 1.125
H -3.487 -3.977 11.846
H -0.993 -0.746 8.423
H -9.186 2.604 8.752
H -7.121 2.972 10.107
H 3.832 2.328 -0.149
H -4.789 -3.175 7.142
H -2.535 2.101 10.318
H 2.122 5.700 7.134
H 0.725 2.448 13.171
H -5.256 -0.789 2.799
H -1.500 4.104 5.408
```

Its HOMO-LUMO gap is 1.8 eV. For the highest occupied orbital energy, the calculation gives -5.23 eV.

These are the Löwdin partial charges, in e, on atoms 1 to 2: number 1, Pd, carries 0.420; number 2, P, carries 0.957

[3]
Molecular formula: C61H57F6N8O2P3SeSiW
Method: DFT, the ωB97M-V functional and the def2-TZVPD basis

XYZ file:
```
140
C61H57F6N8O2P3SeSiW, DFT the ωB97M-V functional and the def2-TZVPD basis
W -0.161 0.558 -0.326
Se -2.331 0.083 3.598
P 1.875 0.505 -2.042
P -1.000 3.644 1.923
P -2.704 0.202 -0.469
Si -0.702 2.359 -1.987
F -2.074 4.205 0.888
F 0.062 2.939 2.889
F 0.152 3.849 0.814
F -2.169 3.241 2.917
F -0.753 5.060 2.559
F -1.265 1.996 1.192
O 2.776 2.466 0.078
O 0.315 -0.244 2.789
N -0.684 -2.844 -3.300
N -0.691 -0.994 -1.881
N 0.539 -1.537 0.370
N 1.985 -3.364 0.288
N 2.972 1.935 2.297
N -2.386 -4.366 5.100
N 0.849 -2.702 -1.598
N 1.233 1.088 1.149
C 2.222 4.578 -4.020
C 4.936 -2.185 4.484
C 4.267 -1.086 -2.433
C -6.412 1.869 1.653
C -3.745 -2.297 -1.453
C -1.556 4.035 -1.880
C -1.363 -3.557 5.382
C 1.417 2.994 7.028
C 2.368 1.935 1.082
C -1.291 -2.232 4.979
C 0.464 -0.057 -4.520
C 2.112 2.243 -2.568
C -3.331 -4.392 -0.334
C -4.740 0.969 -3.958
C -2.334 -1.705 4.224
C -4.287 2.205 0.586
C 5.647 -1.859 -0.612
C -3.019 -1.616 -0.480
C 0.356 -0.154 -5.904
C -3.121 0.805 -2.169
C -0.222 -2.135 -2.264
C 3.557 -2.339 4.551
C -6.247 0.495 1.556
C -1.831 -2.441 -4.117
C -2.171 1.517 -2.935
C 3.406 -0.418 -1.552
C -3.394 -3.845 4.398
C -5.426 2.723 1.179
C 4.763 -1.276 0.283
C -4.122 0.827 0.482
C 1.973 1.773 4.585
C 2.715 -1.312 4.142
C -5.099 -0.031 0.978
C 3.401 3.971 -3.603
C -2.615 -3.719 0.648
C -3.785 1.595 -4.756
C -2.458 -2.343 0.571
C 5.464 -1.003 3.985
C 2.708 0.169 -6.095
C 2.804 0.272 -4.717
C 0.905 2.870 -2.896
C -0.129 -4.160 -3.612
C 0.995 4.046 -3.647
C 2.328 1.071 3.269
C 1.137 0.588 2.428
C 1.690 0.097 -3.883
C 5.375 -1.781 -1.968
C 2.538 3.367 6.302
C -2.533 1.884 -4.238
C 3.346 2.789 -2.880
C 0.579 2.005 6.533
C -4.411 0.587 -2.669
C 4.622 0.015 3.554
C 3.656 -0.583 -0.185
C 3.241 -0.125 3.634
C 2.816 2.757 5.086
C -3.411 -2.539 3.932
C 1.127 -2.480 -0.265
C -3.899 -3.677 -1.379
C 0.860 1.391 5.322
C 1.483 -0.068 -6.700
H 1.404 -0.128 -7.779
H -0.438 -1.623 5.251
H 4.258 2.304 -2.545
H 0.091 4.568 -3.940
H 3.706 3.066 4.547
H -5.546 3.797 1.261
H 3.596 0.312 -6.699
H -3.463 -5.467 -0.273
H 5.593 -2.972 4.832
H -5.739 0.792 -4.337
H 1.294 -3.488 -2.034
H 4.932 -1.349 1.351
H -2.697 -3.056 -3.872
H -2.500 3.992 -1.338
H -1.813 2.429 -4.846
H -7.316 2.274 2.092
H 3.201 4.135 6.679
H 5.057 0.926 3.159
H -7.017 -0.173 1.922
H -4.199 -1.761 -2.275
H 1.198 3.475 7.973
H 6.033 -2.259 -2.686
H -2.186 -4.262 1.483
H 3.755 0.568 -4.303
H -4.224 -4.513 4.188
H -0.566 -3.994 5.976
H 1.644 -1.430 4.232
H 0.186 0.637 4.936
H 0.737 -1.541 1.368
H -4.476 -4.194 -2.138
H -4.252 -2.168 3.358
H -2.106 -1.396 -3.979
H -0.303 1.711 7.089
H -4.974 -1.104 0.909
H 2.563 -3.946 -0.296
H 2.258 5.489 -4.605
H -0.438 -0.011 -3.948
H -4.037 1.900 -5.765
H 4.359 4.409 -3.854
H -0.921 4.779 -1.396
H 3.649 2.637 2.530
H -5.171 0.145 -2.031
H -0.622 -0.276 -6.356
H 0.909 -4.091 -3.954
H 6.527 -2.381 -0.255
H -1.779 4.360 -2.901
H 2.963 -0.188 0.535
H -1.577 -2.576 -5.166
H -0.704 -4.589 -4.425
H -1.495 -0.724 -2.426
H -0.201 -4.844 -2.765
H 2.374 -3.131 1.189
H 4.080 -1.101 -3.490
H -1.908 -1.822 1.342
H 3.131 -3.258 4.939
H -3.529 2.869 0.204
H 6.537 -0.865 3.939
```

Its HOMO-LUMO gap (alpha / beta) is 6.3 / 6.2 eV. For the highest occupied orbital energy (alpha / beta), the calculation gives -10.09 / -10.02 eV. Its charge is +1. Its spin multiplicity is 2.

These are the Löwdin partial charges, in e, on atoms 1 to 2: number 1, W, carries 1.280; number 2, Se, carries 0.976

Number 1: total energy -4479.82556 hartree. Number 2: total energy -3869.00182 hartree. Number 3: total energy -7328.61613 hartree.